1.
The following is a DFT calculation (wB97M-V/def2-TZVPD) of a structure of composition C37H36B11Br6N8O2S3Tl in a non-equilibrium geometry.

Structure (ORCA input):
```
! RIJCOSX wB97M-V def2-TZVPD def2/J DEFGRID3
* xyz 0 1
Tl 11.87673 14.95208 14.07617
N 13.39961 19.30117 14.32592
C 13.40887 17.98016 14.38112
S 11.77271 17.33175 14.56448
N 14.54273 17.38094 14.23021
N 14.46331 16.00756 14.36587
C 15.56040 15.38430 14.12733
C 16.80031 16.10232 13.70181
C 16.75449 16.87462 12.58284
C 17.82153 17.68010 12.24386
C 18.97349 17.58466 12.99930
C 19.08758 16.67545 14.05493
C 17.98551 15.91015 14.40560
C 15.71595 13.90833 14.30107
C 16.36736 13.14110 13.38158
C 16.56214 11.79265 13.62334
C 16.14960 11.21753 14.84483
C 15.50325 12.10419 15.69335
N 15.35166 13.39531 15.45563
H 12.59534 19.76900 13.94343
H 14.29401 19.73553 14.17402
H 15.83281 16.94197 11.99586
H 17.75453 18.38855 11.45809
H 19.75488 18.29303 12.80127
H 20.04194 16.58487 14.57746
H 18.01931 15.26685 15.25914
H 16.74170 13.57531 12.46434
H 17.07414 11.14184 12.87664
H 16.20120 10.16347 15.08211
H 15.07195 11.79555 16.65510
Br 8.73147 16.89576 12.51125
B 9.22343 17.70686 10.75834
B 8.04677 18.84474 9.97180
C 8.42450 18.53664 8.26524
B 8.29313 17.07881 9.28905
B 9.46941 17.13482 7.78320
B 9.89138 18.97361 7.49819
B 9.03129 20.04713 8.85488
B 9.68739 19.41812 10.46557
Br 10.00626 20.55689 12.03588
B 10.79143 19.52333 8.96524
Br 12.25822 20.73889 8.78247
B 10.99277 17.82979 8.37049
Br 12.71559 17.24276 7.68163
B 10.01877 16.72365 9.46822
Br 10.80708 14.94832 9.77060
B 10.89065 18.14399 10.09828
Br 12.50929 18.06473 11.17155
H 7.02982 19.26282 10.42119
H 9.22933 18.33010 8.92765
H 7.40212 16.35225 9.35621
H 9.32171 16.40593 6.81007
H 10.01719 19.42505 6.40548
H 8.54123 21.09672 8.60956
C 7.79444 7.51932 12.11225
C 8.11866 8.90822 12.50811
C 7.62369 9.39501 13.70440
C 7.84215 10.69674 14.10278
C 8.59609 11.53192 13.28685
C 9.14310 11.05303 12.09652
C 8.89034 9.76895 11.72362
S 8.75818 13.30694 13.60200
O 9.44387 13.80069 12.42133
O 7.42531 13.75104 13.96992
N 9.85241 13.64330 14.77864
C 9.53647 13.60984 16.14982
C 8.34162 13.28075 16.80012
C 8.27324 13.17897 18.21078
C 9.33882 13.47287 19.01389
C 10.54253 13.87848 18.37909
C 11.65685 14.29508 19.14907
C 12.84908 14.59045 18.56254
C 12.84743 14.61418 17.16837
N 11.79878 14.33620 16.41172
C 10.64268 13.93220 16.97436
H 6.87927 7.51311 11.51127
H 7.56377 6.96333 13.06091
H 8.61542 7.06507 11.57771
H 7.00948 8.82055 14.39120
H 7.36359 11.07669 14.99400
H 9.68157 11.75037 11.48394
H 9.32459 9.41324 10.78090
H 7.46739 13.12940 16.19590
H 7.33288 12.85060 18.64384
H 9.29818 13.47532 20.09889
H 11.52234 14.41333 20.19736
H 13.69216 15.02994 19.13746
H 13.75022 14.88274 16.64822
N 11.94081 11.51224 14.37467
C 12.55286 11.98935 13.28990
N 12.76547 13.27094 13.06997
C 13.48172 13.49263 11.89008
C 13.86903 14.75902 11.45202
C 14.66148 14.86814 10.34631
C 15.04291 13.74679 9.63642
C 14.62146 12.48887 10.02214
C 13.83410 12.35489 11.17399
S 13.21247 10.95782 12.00991
H 11.17138 12.12222 14.71899
H 11.70793 10.52885 14.36848
H 13.48854 15.63685 11.97547
H 14.89224 15.85516 9.93582
H 15.63157 13.91894 8.73522
H 14.92696 11.61401 9.43022
*
```

Output
**HOMO energy**: -8.492 eV
**Gap between HOMO and LUMO**: 7.0 eV



2.
The following is a DFT calculation (wB97M-V/def2-TZVPD) of a cluster of 8 separate species, C53H89INO14P in total in a non-equilibrium geometry.

Structure (ORCA input):
```
! RIJCOSX wB97M-V def2-TZVPD def2/J DEFGRID3
* xyz 0 1
C 7.90407 3.12336 0.20283
C 6.92419 2.11344 1.00355
C 7.70958 0.78660 1.44303
C 8.00838 -0.25532 0.25678
C 7.01243 -0.13920 -1.01301
C 5.54032 -0.77174 -0.70253
P 4.42356 -0.79354 -2.24608
C 2.60547 -1.09630 -1.76194
C 1.69098 -1.58432 -3.01126
C 0.13903 -1.15192 -2.74880
C -0.31508 -1.74228 -1.30560
C -1.87425 -2.20807 -1.39767
C -2.77874 -1.00519 -0.79254
C -4.20601 -1.52533 -0.19946
C -5.44833 -0.83315 -1.00078
C -6.73241 -0.81699 -0.04048
C -8.04883 -0.13768 -0.69284
C -8.53792 1.01519 0.31449
C -9.37750 2.20221 -0.36432
N -8.76322 2.78466 -1.59032
C -9.75198 3.46265 -2.42712
C -9.00670 4.02871 -3.65964
C -7.49848 3.62136 -3.42339
C -7.40182 2.83853 -2.06686
C 4.61044 0.95097 -3.00717
I 6.19012 0.99424 -4.54945
C 3.27849 1.50287 -3.72171
C 3.37327 3.13125 -3.75178
H 8.95561 3.17173 0.67875
H 7.45863 4.17530 0.34435
H 7.99222 2.87398 -0.91157
H 5.93813 1.90586 0.44477
H 6.60734 2.68697 1.96958
H 8.71876 1.12051 1.90007
H 7.15572 0.26418 2.31246
H 7.94517 -1.34568 0.62538
H 9.09385 -0.10223 -0.11771
H 7.45276 -0.83503 -1.82781
H 6.93930 0.91654 -1.45525
H 5.04854 -0.18065 0.15937
H 5.75661 -1.86196 -0.38278
H 2.49275 -1.88884 -0.93974
H 2.18352 -0.07083 -1.43344
H 1.98432 -1.02791 -3.98320
H 1.80334 -2.70741 -3.19657
H -0.54824 -1.50600 -3.60967
H 0.05603 0.00210 -2.69066
H 0.38680 -2.59196 -1.00018
H -0.16573 -0.87673 -0.55560
H -1.98601 -3.17793 -0.79877
H -2.16807 -2.46271 -2.48445
H -2.99638 -0.30142 -1.66975
H -2.19158 -0.40560 -0.00434
H -4.19362 -1.23266 0.91348
H -4.26602 -2.67787 -0.24739
H -5.09279 0.24732 -1.21645
H -5.57438 -1.44978 -1.95575
H -6.40607 -0.28974 0.93422
H -6.97235 -1.90546 0.25685
H -8.85552 -0.96759 -0.69460
H -7.91770 0.19108 -1.77661
H -7.69480 1.45431 0.97134
H -9.25675 0.50364 1.06648
H -9.51093 3.01443 0.44786
H -10.40789 1.80170 -0.64412
H -10.85979 3.50049 -2.10914
H -9.47658 4.59785 -4.52452
H -6.62221 3.84355 -4.11447
H -6.49930 2.39048 -1.54644
H 4.91844 1.69002 -2.18226
H 3.25760 1.04497 -4.77696
H 2.31135 1.27002 -3.13732
H 2.74155 3.57757 -2.90182
H 4.48957 3.39432 -3.65330
H 3.00701 3.50344 -4.76855
O 7.68021 -3.89493 -3.25152
C 8.76674 -3.49552 -2.91990
O 8.99141 -2.72600 -1.81882
C 10.36881 -2.34103 -1.78431
C 11.09109 -3.36587 -2.62731
C 10.05161 -3.72452 -3.66693
H 10.45808 -1.32951 -2.19238
H 10.72318 -2.33846 -0.75187
H 12.02540 -2.99363 -3.05127
H 11.32354 -4.24734 -2.02103
H 10.08756 -3.05290 -4.52803
H 10.14166 -4.76318 -3.98446
O 9.34702 -1.75119 2.49942
C 8.54344 -2.15876 3.29959
O 7.20565 -1.92263 3.22349
C 6.56191 -2.45411 4.38689
C 7.50592 -3.50770 4.91708
C 8.86185 -2.95159 4.53798
H 6.40383 -1.63985 5.10038
H 5.59334 -2.87480 4.11078
H 7.38988 -3.69074 5.98672
H 7.33784 -4.45405 4.39292
H 9.25335 -2.27620 5.30238
H 9.57655 -3.74580 4.32269
O -2.90187 -2.76656 5.37964
C -3.99887 -2.99171 4.93486
O -4.86477 -3.89594 5.46595
C -6.02559 -3.98991 4.63055
C -6.06230 -2.69554 3.85415
C -4.59318 -2.36315 3.70344
H -5.91687 -4.86257 3.97907
H -6.91391 -4.11944 5.24877
H -6.59343 -2.77823 2.90403
H -6.55490 -1.91996 4.44929
H -4.15843 -2.83300 2.81786
H -4.42448 -1.28621 3.69124
O -13.15529 3.16172 -2.46307
C -13.20853 4.33470 -2.75830
O -12.67323 4.86369 -3.89120
C -12.82245 6.28766 -3.86755
C -13.96366 6.55205 -2.91374
C -13.82614 5.41970 -1.91866
H -11.88266 6.73104 -3.52492
H -13.03818 6.65099 -4.87386
H -13.92388 7.54337 -2.45904
H -14.91781 6.46186 -3.44270
H -13.14247 5.67351 -1.10488
H -14.79459 5.10958 -1.52655
O 6.74546 1.79856 5.46436
C 6.67544 2.96849 5.18750
O 7.17126 3.51081 4.04134
C 7.01646 4.93378 4.08487
C 5.90620 5.18350 5.07864
C 6.08109 4.04243 6.05730
H 7.96506 5.37825 4.40069
H 6.76534 5.30629 3.08995
H 5.95673 6.17053 5.54164
H 4.93552 5.09411 4.58044
H 6.78993 4.29117 6.85066
H 5.12768 3.72377 6.47832
O 7.13366 -3.72063 -9.29145
C 6.47096 -3.23155 -8.41190
O 6.98657 -2.74178 -7.25300
C 5.91587 -2.33852 -6.38874
C 4.73606 -2.10338 -7.30154
C 4.97066 -3.11293 -8.40519
H 5.73000 -3.13900 -5.66647
H 6.20024 -1.43448 -5.84812
H 3.77375 -2.21753 -6.79915
H 4.78265 -1.09027 -7.71486
H 4.53736 -4.08682 -8.16528
H 4.60121 -2.75260 -9.36525
O -9.26153 -3.82916 5.78568
C -9.04311 -2.94964 6.57899
O -7.82073 -2.38037 6.76623
C -7.89185 -1.45164 7.85454
C -9.35253 -1.08275 7.96791
C -10.04591 -2.35486 7.52927
H -7.51551 -1.94252 8.75682
H -7.26689 -0.58349 7.63784
H -9.63621 -0.75068 8.96799
H -9.58700 -0.27628 7.26571
H -10.19873 -3.04401 8.36317
H -10.98887 -2.14556 7.02454
*
```

Output
**HOMO energy**: -7.477 eV
**SMILES string**: CCCCCCP(CCCCCCCCCCCCn1cccc1)[C@@H](I)CC.O=C1CCCO1.O=C1CCCO1.O=C1CCCO1.O=C1CCCO1.O=C1CCCO1.O=C1CCCO1.O=C1CCCO1
**Gap between HOMO and LUMO**: 7.9 eV



3.
The following is a DFT calculation (wB97M-V/def2-TZVPD) of a structure of composition C22H40Br2Fe2O14 in a non-equilibrium geometry.

Structure (ORCA input):
```
! RIJCOSX wB97M-V def2-TZVPD def2/J DEFGRID3
* xyz 0 9
Fe -1.93937 2.35300 0.08884
Fe 1.15704 2.79770 -0.78939
C -0.69790 4.55036 -0.12008
O -0.73272 3.74821 -1.12006
O -1.67843 4.26679 0.69217
O 0.52169 4.49055 0.33413
C -0.15986 0.58606 -0.73169
O -1.45569 0.58160 -0.86716
O 0.71467 0.94611 -1.64974
O 0.01715 1.33509 0.28739
C 4.17542 -0.24703 -0.72918
C 4.25035 -1.59610 -0.07742
O 3.23720 -2.08715 0.37591
C 5.56677 -2.27274 0.10052
H 3.13522 0.02006 -0.88738
H 4.73094 -0.12319 -1.66248
H 4.72380 0.45678 -0.09396
H 5.44585 -3.34954 0.21323
H 5.97829 -1.95652 1.06311
H 6.25583 -2.06996 -0.71730
C 1.63553 -2.01528 -1.29687
C 0.57375 -3.05354 -0.90219
O 0.91298 -4.09422 -0.39748
C -0.83690 -2.56759 -0.97812
H 2.58523 -2.30124 -0.85076
H 1.31987 -1.06887 -0.84795
H 1.73947 -1.82767 -2.36454
H -1.17933 -2.47449 -2.00841
H -0.90047 -1.59879 -0.47372
H -1.52783 -3.19110 -0.40717
O 2.96515 2.63655 0.54730
C 3.19417 2.90322 1.71174
O 2.84719 2.18762 2.74644
C 2.06689 0.98857 2.56186
C 2.30145 0.13597 3.82140
C 3.92711 4.17628 2.10977
H 2.36682 0.41295 1.68677
H 1.01374 1.24598 2.48038
H 1.71291 -0.77194 3.71717
H 1.97033 0.74136 4.66412
H 3.35874 -0.10088 3.92159
H 4.44917 4.58591 1.25130
H 4.65728 4.00721 2.89908
H 3.14419 4.83161 2.49163
O -3.92793 2.53295 -0.61710
C -4.86656 2.44271 -1.37628
O -5.32236 1.28845 -1.81552
C -4.77924 0.06925 -1.33026
C -3.57487 -0.34117 -2.15004
C -5.48957 3.64731 -2.04030
H -5.59453 -0.65221 -1.40092
H -4.51369 0.12943 -0.27259
H -3.15230 -1.25737 -1.74392
H -2.83932 0.46194 -2.06063
H -3.72980 -0.43220 -3.22569
H -5.42507 3.44332 -3.10994
H -4.89943 4.52556 -1.80574
H -6.53641 3.70936 -1.75083
O -2.58204 -4.97711 2.36181
C -2.38056 -4.04130 3.08750
O -1.52198 -3.04535 2.90761
C -0.82832 -3.03169 1.65159
C 0.24934 -1.96121 1.66442
C -3.17527 -3.85156 4.37767
H -1.55216 -2.87651 0.85247
H -0.32611 -3.98681 1.49469
H 1.10614 -2.10967 2.32236
H -0.13015 -0.95703 1.87370
H 0.74742 -1.88184 0.69421
H -3.45378 -2.79635 4.40481
H -2.61296 -4.05703 5.28496
H -4.07189 -4.45589 4.28166
Br -0.16205 -1.18878 -4.55318
C -0.08316 0.48771 -3.55710
C -0.61847 1.66552 -4.32705
Br 0.57663 2.25838 -5.77359
H 0.90726 0.69332 -3.15238
H -0.63565 0.30220 -2.63446
H -0.71450 2.52513 -3.66327
H -1.63033 1.50082 -4.69148
*
```

Output
**HOMO energy (alpha / beta)**: -8.997 / -9.091 eV
**Expectation value of S²**: 20.01
**Gap between HOMO and LUMO (alpha / beta)**: 8.4 / 8.2 eV



For each record above, in turn, the calculated energy values are -519868.994 -103942.722 -260982.130 eV.